This record from the OMol25 dataset describes a gas-phase ion, C3H6Br2NO (charge +1). The level of theory is ωB97M-V/def2-TZVPD.

The total charge is +1. Its spin multiplicity is 1. Its HOMO-LUMO gap is 8.93 eV. The relative energy (zero: lowest compared OMol25 entry of this formula, charge and spin) is 36.5 kcal/mol. The calculation puts the largest force on an atom at 5.4 eV Å⁻¹.

Element x y z (Å)
C1 1.1254 0.2024 0.0769
C2 -0.4866 -1.1683 -2.0616
C3 0.1395 0.1755 0.9530
N1 -0.1041 1.3805 1.7914
O1 1.8647 0.9223 -0.5709
Br1 1.0724 -1.9354 -1.0166
Br2 -0.9123 -1.3360 1.5035
H1 -0.5099 -1.6159 -3.0212
H2 -0.4138 -0.1439 -2.0968
H3 -1.3993 -1.4447 -1.5149
H4 0.4779 2.1294 1.5102
H5 -1.0372 1.5986 1.6752
H6 0.1831 1.2354 2.7717

This record from the OMol25 dataset describes a molecular structure, C4H12N2O. The level of theory is ωB97M-V/def2-TZVPD.

Its spin multiplicity is 1. Its HOMO-LUMO gap (alpha / beta) is 7.84 / 7.84 eV. The relative energy (zero: lowest compared OMol25 entry of this formula, charge and spin) is 136.4 kcal/mol. The calculation puts the largest force on an atom at 2.7 eV Å⁻¹.

Element x y z (Å)
C1 -0.3090 1.3339 -0.6331
C2 0.9770 0.4003 1.7067
C3 -0.1898 0.1019 0.8013
N1 0.7427 1.1940 -1.5060
C4 -1.3964 -0.2014 1.3142
H1 1.6013 1.6302 -1.1928
H2 0.9133 0.1955 -1.7529
H3 -0.3620 2.2921 -0.1224
H4 -1.2605 1.0288 -1.0595
H5 0.7406 1.1500 2.4648
H6 1.3171 -0.5098 2.2031
H7 1.8325 0.7598 1.1276
H8 -1.5748 -0.2862 2.3761
H9 -2.2613 -0.3414 0.6798
N2 -0.2225 -2.1967 -1.7735
O1 0.7964 -1.4639 -1.1519
H10 0.2614 -0.7887 -0.1666
H11 -0.7341 -2.7307 -1.0702
H12 -0.8721 -1.5679 -2.2445

This record from the OMol25 dataset describes 2 unconnected molecules or ions with the total composition C6H14N2O2. The level of theory is ωB97M-V/def2-TZVPD.

The structure (SMILES) is CNC(C)=O.CNC(C)=O. Its spin multiplicity is 1. Its HOMO-LUMO gap is 9.92 eV. The relative energy (zero: lowest compared OMol25 entry of this formula, charge and spin) is 39.6 kcal/mol. The calculation puts the largest force on an atom at 5.3 eV Å⁻¹.

Element x y z (Å)
C1 3.6413 0.7370 -0.1273
C2 1.1713 -1.7214 1.0717
C3 2.2482 0.1432 -0.0380
O1 1.3834 0.0552 -0.8701
N1 2.3894 -0.8827 0.9592
H1 4.3861 0.2576 0.4688
H2 2.8801 -0.6097 1.7970
H3 1.1231 -2.0962 -0.0201
H4 4.1643 0.6518 -1.0751
H5 3.5821 1.7674 0.1477
H6 1.3026 -2.4501 1.8647
H7 0.2420 -1.1292 1.1579
C4 -2.9834 -1.1550 -1.2177
C5 -0.9448 1.6507 0.2472
C6 -2.1227 0.7207 0.1160
O2 -3.2017 0.9811 0.6101
N2 -1.9035 -0.3079 -0.7679
H8 -0.9918 -0.5267 -1.1097
H9 -3.8771 -0.4782 -1.4157
H10 -0.3675 1.7398 -0.6611
H11 -0.4178 1.2426 1.0905
H12 -2.7687 -1.6768 -2.1538
H13 -3.2483 -1.9286 -0.4786
H14 -1.1806 2.7195 0.4730